(1)
Molecular formula: C19H47F6N3O27PS5
Method: DFT, wB97M-V/def2-TZVPD

Structure (XYZ):
```
108
Properties=species:S:1:pos:R:3
N -3.8268 -0.7247 2.8359
H -4.2285 -1.6135 2.5304
H -4.3831 -0.4409 3.6401
H -3.7368 -0.0496 2.0742
H -2.8620 -0.9682 3.1193
N -2.3888 -2.6846 -2.3085
H -1.8446 -3.2774 -1.6421
H -2.5351 -3.1710 -3.1908
H -1.8259 -1.8383 -2.5968
H -3.2735 -2.3448 -1.9513
N -1.4881 -4.2825 2.0376
H -1.4471 -5.2916 2.1941
H -0.7057 -3.7809 2.4735
H -2.4025 -3.9435 2.2913
H -1.2868 -4.2645 1.0081
C -0.5510 -5.3828 -0.9175
O -1.9041 -5.0098 -0.7133
H -0.5266 -6.0671 -1.7721
H 0.0488 -4.4731 -1.1084
H -0.1197 -5.8427 -0.0085
P -0.9755 -1.0276 0.8976
F -2.3980 -1.8023 0.6810
F -0.9042 -0.6182 -0.6416
F -1.7563 0.3641 1.2495
F 0.4117 -0.2580 1.1943
F -1.0622 -1.4332 2.4919
F -0.1620 -2.3798 0.5979
C -1.5536 2.8366 -6.2441
C -2.2009 2.2427 -5.0134
C -3.2188 1.1406 -5.3366
O -2.7004 -0.0460 -4.7365
C -1.5877 0.2454 -4.0657
O -1.0616 -0.4910 -3.2700
O -1.1540 1.4813 -4.3335
H -1.2802 2.0793 -6.9830
H -0.5724 3.2575 -6.0138
H -2.1658 3.5929 -6.7327
H -2.6059 2.9458 -4.2944
H -3.4404 1.0528 -6.3975
H -4.1683 1.3861 -4.8559
C 1.9803 2.4874 1.7599
C 3.4586 2.7735 1.9533
C 4.0177 3.7956 0.9505
O 4.8752 4.6063 1.7296
C 4.6711 4.3867 3.0298
O 5.2741 4.8711 3.9311
O 3.7111 3.4369 3.1962
H 1.6958 2.3517 0.7162
H 1.5143 3.4213 2.0859
H 1.6277 1.6348 2.3321
H 4.0292 1.8398 1.9847
H 3.2333 4.4286 0.5274
H 4.5641 3.3085 0.1440
C -3.9616 2.1050 0.0741
C -2.6249 2.3912 -0.6146
O -2.9419 3.0867 -1.8215
S -4.4363 3.6857 -1.8193
O -5.0529 3.4220 -3.0752
O -4.4051 4.9817 -1.2376
O -4.9948 2.6616 -0.7242
H -4.0757 2.5622 1.0599
H -4.1334 1.0328 0.2000
H -2.0442 1.5123 -0.8857
H -1.9396 2.9610 0.0144
C 3.1078 -3.5061 -1.1684
C 3.0919 -5.0274 -1.4441
O 3.7258 -5.1779 -2.7129
S 4.6292 -3.9243 -3.1084
O 4.6400 -3.7459 -4.5199
O 5.8757 -3.9430 -2.4129
O 3.6662 -2.8934 -2.3405
H 3.7528 -3.2164 -0.3396
H 2.1346 -3.0459 -0.9989
H 2.1461 -5.5503 -1.5256
H 3.7486 -5.4597 -0.6873
C 1.5878 1.7573 -2.3202
C 2.1527 0.4922 -1.6931
O 3.5439 0.5872 -1.9853
S 3.5936 0.8598 -3.5898
O 3.4214 -0.3796 -4.2746
O 4.7667 1.6148 -3.8840
O 2.2762 1.8041 -3.6023
H 1.9610 2.6304 -1.7819
H 0.5115 1.7970 -2.4467
H 1.7350 -0.4072 -2.1546
H 2.0939 0.3851 -0.6121
C 3.6263 -1.1124 2.4679
C 2.6781 -0.7346 3.6112
O 2.6508 -1.9124 4.4207
S 2.4860 -3.1569 3.4287
O 1.1437 -3.2367 2.9240
O 3.0639 -4.3032 4.0346
O 3.4412 -2.5214 2.2995
H 4.6575 -0.8956 2.7438
H 3.3838 -0.6076 1.5340
H 1.6542 -0.5151 3.3054
H 3.0653 0.1137 4.1711
C -2.7546 3.6682 5.4573
C -3.5987 2.4329 5.2346
O -3.0923 1.8809 4.0181
S -1.4892 2.2186 3.8184
O -1.3200 2.8957 2.5757
O -0.6573 1.1298 4.1786
O -1.4485 3.3021 5.0080
H -2.6292 3.8819 6.5177
H -3.1057 4.5728 4.9619
H -4.6563 2.6716 5.1460
H -3.4586 1.7151 6.0462
```

Output
net charge	+1
E	-5879.27514	Eh
E_LUMO	-0.14482	Eh
gap between HOMO and LUMO	6.2	eV



(2)
Molecular formula: C19H48ClO9P
Method: DFT, wB97M-V/def2-TZVPD

Structure (XYZ):
```
78
Properties=species:S:1:pos:R:3
C 0.3479 -5.8013 -2.2677
C 1.6048 -4.9526 -2.3931
O 1.5253 -4.0881 -3.5240
C 1.4039 -2.7070 -3.2452
P 0.1423 -1.8687 -4.3372
Cl 0.2196 -3.0524 -6.0276
H 0.4986 -6.7696 -2.7282
H -0.4912 -5.3290 -2.7643
H 0.0686 -5.9697 -1.2336
H 1.8168 -4.3982 -1.4831
H 2.4527 -5.6105 -2.5615
H 2.3414 -2.2188 -3.4946
H 1.1384 -2.5223 -2.2092
H -1.0605 -2.2551 -3.6918
C 2.2531 1.2325 -3.2620
O 1.4550 0.9224 -2.1307
C 2.1398 1.0881 -0.8986
C 1.7914 2.3961 -0.2258
O 2.2320 3.5188 -0.9772
C 1.2072 4.1099 -1.7566
H 1.5882 1.3532 -4.1149
H 2.8200 2.1538 -3.1152
H 2.9472 0.4096 -3.4696
H 3.2216 1.0048 -1.0436
H 1.8239 0.2705 -0.2421
H 2.3004 2.4361 0.7436
H 0.7161 2.4538 -0.0404
H 0.5489 4.7195 -1.1277
H 0.6100 3.3586 -2.2769
H 1.6841 4.7543 -2.4937
C -3.8792 -2.0549 -2.0664
O -4.8280 -2.8921 -2.6999
C -4.2417 -4.0088 -3.3510
C -4.3050 -5.2639 -2.5088
O -3.5378 -5.1515 -1.3202
C -4.3086 -4.8301 -0.1760
H -4.4155 -1.3977 -1.3832
H -3.1456 -2.6329 -1.4990
H -3.3589 -1.4423 -2.8119
H -3.2036 -3.7915 -3.6236
H -4.8024 -4.1762 -4.2752
H -3.8876 -6.0939 -3.0866
H -5.3449 -5.5080 -2.2717
H -4.8425 -5.7142 0.1887
H -5.0282 -4.0353 -0.3825
H -3.6220 -4.4912 0.5984
C 2.4309 2.9334 4.7764
O 3.2659 2.7206 3.6517
C 3.7728 3.9212 3.0870
C 5.1867 4.2143 3.5376
O 5.2656 4.4646 4.9314
C 5.6912 3.3442 5.6865
H 2.3216 1.9799 5.2908
H 2.8606 3.6616 5.4670
H 1.4404 3.2799 4.4595
H 3.1155 4.7632 3.3243
H 3.7726 3.7902 2.0003
H 5.5359 5.1159 3.0259
H 5.8503 3.3903 3.2583
H 6.7742 3.2083 5.5954
H 5.1863 2.4284 5.3722
H 5.4488 3.5396 6.7298
C -4.4223 2.5966 1.8809
O -3.9256 1.4051 2.4664
C -3.3282 0.5212 1.5339
C -1.8190 0.6277 1.5297
O -1.3713 1.9006 1.0912
C -1.0244 2.7718 2.1559
H -4.6016 3.3078 2.6854
H -3.7087 3.0297 1.1770
H -5.3676 2.4033 1.3627
H -3.7217 0.7011 0.5283
H -3.6052 -0.4964 1.8269
H -1.4187 -0.1141 0.8309
H -1.4200 0.4035 2.5236
H -0.0391 2.5061 2.5569
H -1.7624 2.7411 2.9596
H -0.9799 3.7847 1.7577
```

Output
SMILES	CCOCPCl.COCCOC.COCCOC.COCCOC.COCCOC
E	-2231.21689	Eh
E_LUMO	0.01979	Eh
gap between HOMO and LUMO	9.5	eV



(3)
Molecular formula: C19H48N5O5
Method: DFT, wB97M-V/def2-TZVPD

Structure (XYZ):
```
77
Properties=species:S:1:pos:R:3
N 2.4643 -1.4276 -0.2958
C 2.3593 -2.8762 -0.0564
C 1.5844 -3.2092 1.2178
C 2.0277 -2.4805 2.4812
C 1.4508 -3.1270 3.7768
N 2.2235 -4.1477 4.3806
C 1.8105 -5.4679 4.1159
C 2.6783 -6.3262 3.1603
O 4.0890 -6.0463 3.3262
C 4.7761 -6.7385 4.2110
O 4.5450 -7.8526 4.6147
H 2.1776 -0.9154 0.5292
H 3.3959 -1.1424 -0.5611
H 1.8435 -3.3333 -0.9079
H 3.3523 -3.3326 0.0074
H 1.7123 -4.2800 1.3989
H 0.5112 -3.0594 1.0527
H 3.1198 -2.5032 2.5527
H 1.7193 -1.4290 2.4294
H 0.4193 -3.4757 3.5109
H 1.3035 -2.2852 4.4848
H 0.7944 -5.5251 3.6531
H 1.7499 -6.0755 5.0461
H 2.4682 -6.1170 2.1107
H 2.5163 -7.3936 3.3359
H 5.6696 -6.1706 4.5119
C -2.2440 1.7929 1.7577
C -1.5150 0.8220 2.6786
C -0.0011 1.0457 2.7301
O 0.6762 0.6111 1.5698
C 0.7741 1.5172 0.4936
N -1.8646 -0.5489 2.3035
H -2.1013 1.5122 0.7130
H -3.3165 1.7795 1.9472
H -1.8870 2.8175 1.8846
H -1.8804 0.9792 3.6997
H 0.4074 0.4454 3.5469
H 0.2368 2.1000 2.9327
H 0.9104 2.5477 0.8398
H -0.0920 1.4692 -0.1736
H 1.6501 1.2047 -0.0692
H -1.4782 -1.1991 2.9826
H -1.3846 -0.7707 1.4350
C -5.5043 5.6175 -2.3023
C -5.3536 5.6141 -0.7849
C -4.0936 4.8980 -0.2852
O -4.1531 3.4893 -0.3416
C -3.8378 2.9054 -1.5890
N -6.5807 5.0871 -0.1856
H -5.8490 4.6489 -2.6658
H -6.2447 6.3589 -2.6009
H -4.5598 5.8526 -2.7963
H -5.2566 6.6551 -0.4573
H -3.9615 5.1385 0.7732
H -3.2050 5.2603 -0.8209
H -3.0643 3.4795 -2.1103
H -4.7122 2.8198 -2.2397
H -3.4577 1.9041 -1.3900
H -6.5455 5.1994 0.8225
H -6.6016 4.0825 -0.3380
C 3.4528 1.1231 -4.8654
C 2.8032 0.2639 -3.7852
C 1.5880 -0.5379 -4.2633
O 0.4111 0.2298 -4.4587
C 0.3144 0.8913 -5.6990
N 2.4998 1.0917 -2.6179
H 2.8730 2.0283 -5.0516
H 4.4457 1.4356 -4.5430
H 3.5507 0.5779 -5.8067
H 3.5389 -0.4808 -3.4629
H 1.3381 -1.2635 -3.4869
H 1.8250 -1.0899 -5.1839
H 0.7574 0.2935 -6.5038
H 0.7987 1.8720 -5.6893
H -0.7455 1.0327 -5.9116
H 2.1868 0.4687 -1.8744
H 1.6901 1.6640 -2.8432
```

Output
net charge	-1
E	-1402.60692	Eh
E_LUMO	0.07611	Eh
energy relative to the best compared isomer or geometry (same formula, charge and spin)	0.0	kJ/mol
gap between HOMO and LUMO	4.0	eV



(4)
Molecular formula: C19H48O16S5
Method: DFT, wB97M-V/def2-TZVPD

Structure (XYZ):
```
88
Properties=species:S:1:pos:R:3
C -4.9500 -0.2742 -7.0934
C -3.5215 0.2080 -7.2821
O -2.9321 0.4605 -6.0137
S -1.4681 -0.2036 -5.7162
C -2.0311 -1.8483 -5.1861
O -0.7753 -0.3762 -6.9708
O -0.8684 0.4928 -4.6089
H -5.0181 -1.1919 -6.5083
H -5.4651 -0.3954 -8.0435
H -5.4875 0.4669 -6.4948
H -2.9964 -0.5513 -7.8714
H -3.4668 1.0778 -7.9379
H -2.6341 -1.7583 -4.2895
H -1.1045 -2.4009 -5.0366
H -2.5890 -2.2328 -6.0355
C -0.2637 -3.4572 1.7933
C -1.2152 -2.6170 2.6148
O -2.4296 -2.2886 1.9201
S -3.6266 -1.5674 2.7534
C -2.9391 0.0668 2.9056
O -4.7280 -1.5436 1.8364
O -3.7425 -2.1774 4.0629
H 0.0635 -2.9838 0.8623
H -0.7433 -4.3987 1.5235
H 0.6660 -3.7067 2.3054
H -1.5344 -3.2702 3.4306
H -0.8027 -1.6737 2.9696
H -2.8388 0.4864 1.9042
H -1.9648 0.0737 3.3897
H -3.6318 0.7408 3.4068
C 3.2709 1.0866 -4.8706
C 2.5963 -0.2482 -4.6306
O 3.4133 -1.2618 -5.2138
S 2.6349 -2.3075 -6.2185
C 2.2943 -1.1961 -7.6299
O 3.6265 -3.2253 -6.7274
O 1.4731 -2.7683 -5.4978
H 4.3151 1.0938 -4.5554
H 2.7929 1.9045 -4.3285
H 3.2444 1.3108 -5.9382
H 2.4373 -0.4658 -3.5712
H 1.5899 -0.2252 -5.0600
H 1.5378 -0.4509 -7.3998
H 2.0525 -1.8580 -8.4532
H 3.2309 -0.6585 -7.7618
C -1.8780 3.4013 2.7758
C -0.3708 3.3961 2.9771
O -0.1853 4.3264 4.0816
S 1.0675 4.0637 5.0809
C 0.1630 3.0007 6.2633
O 2.0855 3.3160 4.3838
O 1.4090 5.3024 5.7394
H -2.3490 4.3821 2.7576
H -2.3935 2.8723 3.5840
H -2.1751 2.8558 1.8767
H 0.0490 2.4135 3.1664
H 0.1232 3.8175 2.1028
H -0.8310 3.4259 6.3479
H 0.7168 2.9477 7.1953
H 0.1286 2.0220 5.7914
C 2.1403 -1.0087 8.1294
C 2.8826 -0.6760 6.8408
O 2.0232 0.0932 5.9968
S 1.2589 -0.6646 4.7840
C 2.6385 -0.8506 3.5966
O 0.8200 -1.9701 5.1852
O 0.3304 0.2932 4.2577
H 2.7639 -1.5376 8.8556
H 1.3084 -1.6791 7.9281
H 1.8863 -0.0640 8.6110
H 3.7843 -0.0885 7.0024
H 3.2121 -1.6300 6.4161
H 2.1732 -1.2116 2.6854
H 3.3471 -1.5379 4.0513
H 3.1244 0.1148 3.4793
C 0.5924 -0.5331 -0.7102
C 0.8138 0.7686 -1.5018
C 0.2295 1.8635 -0.6168
O 0.3642 1.3574 0.7084
C 0.0838 -0.0381 0.6410
H 1.4956 -1.1369 -0.6502
H -0.1838 -1.1496 -1.1672
H 0.3967 0.7494 -2.5058
H 1.8860 0.9676 -1.5593
H -0.7878 2.1280 -0.9321
H 0.7761 2.8037 -0.6900
H -0.9690 -0.2810 0.8165
H 0.5782 -0.5119 1.4906
```

Output
SMILES	CCOS(C)(=O)=O.CCOS(C)(=O)=O.CCOS(C)(=O)=O.CCOS(C)(=O)=O.CCOS(C)(=O)=O.C1CCOC1
E	-3947.41645	Eh
E_LUMO	0.00984	Eh
gap between HOMO and LUMO	10.4	eV



(5)
Molecular formula: C19H49BrN2O5P
Method: DFT, wB97M-V/def2-TZVPD

Structure (XYZ):
```
77
Properties=species:S:1:pos:R:3
C -2.9870 2.1515 3.8123
C -1.5660 1.8892 3.2895
C -1.0729 0.4916 3.5777
Br -0.9998 0.1714 5.5221
C 0.3131 0.0951 3.0573
C 0.5935 0.4590 1.6147
P 1.0270 2.2790 1.3750
C 0.1361 2.5505 -0.1980
C 2.7443 2.0661 0.7407
O -0.5332 0.0250 0.8638
C -0.5556 -1.3806 0.7062
N 0.1833 -1.8443 -0.4484
C -0.0595 -2.1906 1.9375
N 0.3682 -1.4300 3.1761
C 1.6580 -1.9497 3.7550
C 2.8977 -1.6163 2.9571
H -3.0063 3.0642 4.4030
H -3.3506 1.3528 4.4573
H -3.7009 2.2655 3.0008
H -0.8611 2.5987 3.7215
H -1.5446 2.0498 2.2113
H -1.8034 -0.2372 3.2224
H 1.0970 0.4693 3.7131
H 1.4711 -0.0974 1.2680
H -0.9339 2.5571 0.0029
H 0.4313 3.5252 -0.5817
H 0.3536 1.7845 -0.9402
H 3.3381 2.8790 1.1551
H 3.1997 1.1175 1.0206
H 2.7428 2.1628 -0.3451
H -1.6024 -1.6266 0.5361
H 0.0590 -1.1653 -1.1947
H 1.1802 -1.8892 -0.2587
H -0.8465 -2.8714 2.2527
H 0.7777 -2.8151 1.6387
H -0.3168 -1.6440 3.9056
H 1.5346 -3.0307 3.8270
H 1.7062 -1.5595 4.7704
H 3.7659 -1.9658 3.5115
H 3.0176 -0.5460 2.8044
H 2.9027 -2.1166 1.9887
C 0.8089 -5.8022 -0.4260
C -0.5126 -5.8141 -1.1672
O -1.5382 -5.1632 -0.4209
H 0.7143 -6.3127 0.5335
H 1.5976 -6.2875 -1.0014
H 1.1127 -4.7694 -0.2274
H -0.8535 -6.8349 -1.3306
H -0.4083 -5.3349 -2.1456
H -1.2690 -4.2415 -0.3416
C 5.2840 1.0303 -2.8896
C 3.8935 1.1408 -3.4827
O 3.0420 1.9846 -2.6969
H 5.2383 0.6476 -1.8686
H 5.9060 0.3608 -3.4842
H 5.7731 2.0068 -2.8603
H 3.4034 0.1688 -3.5058
H 3.9367 1.5054 -4.5100
H 3.4339 2.8638 -2.6879
C 1.0291 0.4189 -8.1370
C 1.5259 0.5068 -6.7078
O 2.9427 0.3808 -6.6145
H 1.3371 -0.5238 -8.5891
H -0.0587 0.4862 -8.1758
H 1.4383 1.2325 -8.7402
H 1.1233 -0.3126 -6.1122
H 1.1997 1.4455 -6.2460
H 3.3371 1.0892 -7.1327
C -7.5263 3.1862 0.7744
C -7.3671 2.8279 2.2383
O -6.0359 3.0402 2.7099
H -6.8347 2.6066 0.1620
H -8.5429 2.9867 0.4346
H -7.3187 4.2459 0.6092
H -7.5655 1.7689 2.3987
H -8.0746 3.3949 2.8507
H -5.8324 3.9747 2.6030
```

Output
net charge	+1
E	-4154.12307	Eh
E_LUMO	-0.08474	Eh
gap between HOMO and LUMO	9.3	eV



Please write out number 2 again, unchanged.
Molecular formula: C19H48ClO9P
Method: DFT, wB97M-V/def2-TZVPD

Structure (XYZ):
```
78
Properties=species:S:1:pos:R:3
C 0.3479 -5.8013 -2.2677
C 1.6048 -4.9526 -2.3931
O 1.5253 -4.0881 -3.5240
C 1.4039 -2.7070 -3.2452
P 0.1423 -1.8687 -4.3372
Cl 0.2196 -3.0524 -6.0276
H 0.4986 -6.7696 -2.7282
H -0.4912 -5.3290 -2.7643
H 0.0686 -5.9697 -1.2336
H 1.8168 -4.3982 -1.4831
H 2.4527 -5.6105 -2.5615
H 2.3414 -2.2188 -3.4946
H 1.1384 -2.5223 -2.2092
H -1.0605 -2.2551 -3.6918
C 2.2531 1.2325 -3.2620
O 1.4550 0.9224 -2.1307
C 2.1398 1.0881 -0.8986
C 1.7914 2.3961 -0.2258
O 2.2320 3.5188 -0.9772
C 1.2072 4.1099 -1.7566
H 1.5882 1.3532 -4.1149
H 2.8200 2.1538 -3.1152
H 2.9472 0.4096 -3.4696
H 3.2216 1.0048 -1.0436
H 1.8239 0.2705 -0.2421
H 2.3004 2.4361 0.7436
H 0.7161 2.4538 -0.0404
H 0.5489 4.7195 -1.1277
H 0.6100 3.3586 -2.2769
H 1.6841 4.7543 -2.4937
C -3.8792 -2.0549 -2.0664
O -4.8280 -2.8921 -2.6999
C -4.2417 -4.0088 -3.3510
C -4.3050 -5.2639 -2.5088
O -3.5378 -5.1515 -1.3202
C -4.3086 -4.8301 -0.1760
H -4.4155 -1.3977 -1.3832
H -3.1456 -2.6329 -1.4990
H -3.3589 -1.4423 -2.8119
H -3.2036 -3.7915 -3.6236
H -4.8024 -4.1762 -4.2752
H -3.8876 -6.0939 -3.0866
H -5.3449 -5.5080 -2.2717
H -4.8425 -5.7142 0.1887
H -5.0282 -4.0353 -0.3825
H -3.6220 -4.4912 0.5984
C 2.4309 2.9334 4.7764
O 3.2659 2.7206 3.6517
C 3.7728 3.9212 3.0870
C 5.1867 4.2143 3.5376
O 5.2656 4.4646 4.9314
C 5.6912 3.3442 5.6865
H 2.3216 1.9799 5.2908
H 2.8606 3.6616 5.4670
H 1.4404 3.2799 4.4595
H 3.1155 4.7632 3.3243
H 3.7726 3.7902 2.0003
H 5.5359 5.1159 3.0259
H 5.8503 3.3903 3.2583
H 6.7742 3.2083 5.5954
H 5.1863 2.4284 5.3722
H 5.4488 3.5396 6.7298
C -4.4223 2.5966 1.8809
O -3.9256 1.4051 2.4664
C -3.3282 0.5212 1.5339
C -1.8190 0.6277 1.5297
O -1.3713 1.9006 1.0912
C -1.0244 2.7718 2.1559
H -4.6016 3.3078 2.6854
H -3.7087 3.0297 1.1770
H -5.3676 2.4033 1.3627
H -3.7217 0.7011 0.5283
H -3.6052 -0.4964 1.8269
H -1.4187 -0.1141 0.8309
H -1.4200 0.4035 2.5236
H -0.0391 2.5061 2.5569
H -1.7624 2.7411 2.9596
H -0.9799 3.7847 1.7577
```

Output
SMILES	CCOCPCl.COCCOC.COCCOC.COCCOC.COCCOC
E	-2231.21689	Eh
E_LUMO	0.01979	Eh
gap between HOMO and LUMO	9.5	eV